Entry 1:
The following is a quantum chemistry calculation of a cluster of 13 separate species, C4H18F12O21S4 in total, from the Open Molecules 2025 dataset.

Results
total charge = -4
electronic energy = -123387.2078 eV
HOMO energy = -0.021 Ha

Geometry as XYZ:
```
59
C4H18F12O21S4 | the Open Molecules 2025 dataset | wB97M-V/def2-TZVPD
S 0.53587 -1.53980 0.40633
S 1.49796 6.46654 -6.23246
S -0.46139 7.60983 -0.35642
S -2.01409 -7.02212 3.72771
F -1.43887 -4.69413 4.88558
F 1.61877 0.16868 -1.36164
F 1.75061 3.96398 -5.26106
F 2.03892 6.78952 -1.18655
F -0.49273 -6.38126 5.89258
F 3.07157 -1.05926 -0.36253
F 0.70078 5.12278 -0.56528
F 2.14932 4.09732 -7.45033
F 2.01195 0.65351 0.63026
F 3.65975 4.81770 -5.92529
F -2.59661 -6.03052 6.14867
F 1.70050 6.45805 0.90806
O -4.02039 2.45758 0.31186
O 0.10516 -6.58005 -1.69520
O -1.17785 7.36010 -1.60015
O 2.50221 -2.55353 5.24988
O -0.83869 -6.83041 2.87033
O 1.01278 -2.35925 1.48952
O 2.31953 7.38786 -5.47935
O 0.05033 8.96834 -0.19500
O -4.44949 -2.41332 1.39368
O -2.07392 -8.37082 4.26183
O 6.03628 0.92064 3.32332
O -3.80275 -2.45144 -3.04423
O 3.15725 -5.58819 1.12854
O -2.66587 1.03828 3.98551
O 1.38529 6.83254 -7.64336
O -1.32440 7.27100 0.81653
O -1.74858 0.66051 -5.03696
O 0.13461 6.29535 -5.65490
O 0.21913 -2.45861 -0.72014
O -0.63343 -0.63424 0.83821
O -3.25298 -6.42606 3.15393
C 1.91476 -0.36903 -0.23358
C 2.37384 4.67856 -6.24314
C -1.60953 -5.94059 5.27484
C 1.12297 6.39976 -0.26018
H -5.04802 -1.68477 1.55868
H -0.12245 -5.67097 -1.50031
H -0.91701 0.21176 -5.18978
H -2.07932 0.77254 3.27730
H -2.38074 0.18430 -5.57532
H -3.81714 1.84950 1.02261
H 2.06717 -2.73946 4.41777
H -2.47369 1.96617 4.12087
H 2.42421 -1.60531 5.35485
H 6.61662 0.16970 3.44786
H -3.45482 -2.55251 -3.93020
H 5.15801 0.57380 3.48010
H 0.48005 -6.55017 -2.57543
H -3.14961 -1.91996 -2.58908
H 2.73282 -4.96606 1.71933
H 4.04831 -5.25350 1.02742
H -4.97560 2.51920 0.31453
H -3.57743 -2.02031 1.42954
```



Entry 2:
The following is a quantum chemistry calculation of an isolated molecule of C4H6O2, from the Open Molecules 2025 dataset.

Results
total charge = 0
electronic energy = -8335.5554 eV
HOMO energy = -0.322 Ha

Geometry as XYZ:
```
12
C4H6O2 | the Open Molecules 2025 dataset | wB97M-V/def2-TZVPD
O -1.35399 0.95466 0.33565
O 1.92247 -0.18058 1.00719
C 0.13734 -0.30422 -0.54114
C 1.20157 -0.97089 0.22894
C -0.12878 1.18996 -0.37519
C -1.24095 -0.45663 0.14811
H -1.23581 -1.00768 1.09307
H 0.60633 1.71548 0.23775
H -0.29892 1.73139 -1.30870
H 2.24934 -1.11781 1.23212
H 0.16725 -0.70007 -1.55558
H -2.02587 -0.85360 -0.50222
```



Entry 3:
The following is a quantum chemistry calculation of a structure of composition C25H19N3O5Pt, from the Open Molecules 2025 dataset.

Results
total charge = 0
electronic energy = -44186.4016 eV
HOMO energy (alpha / beta) = -0.216 / -0.277 Ha
spin multiplicity = 3
⟨S²⟩ = 2.026

Geometry as XYZ:
```
53
C25H19N3O5Pt | the Open Molecules 2025 dataset | wB97M-V/def2-TZVPD
Pt -0.05622 -0.46407 -0.54366
O 0.69465 1.56713 -0.19844
O -1.82942 0.40266 -0.02428
O 4.68907 -3.90784 -3.96095
O -4.72244 2.36730 3.12804
O 5.34463 -4.42054 -1.85235
N -0.34331 -0.20848 -2.55773
N 0.70600 -1.11049 1.21691
N 1.48301 -1.42899 -1.20975
C 1.86350 -1.86509 1.04655
C 1.31880 3.31700 1.19384
C -1.30724 3.10713 2.40859
C -0.45885 -0.00143 -5.28579
C 2.53774 -2.34926 2.18574
C -0.98356 2.21097 1.35382
C 2.05723 -2.08216 3.43328
C 4.64989 -3.85849 -2.71642
C 0.60274 -0.82699 -3.31024
C 3.50529 -2.99072 -2.15867
C -1.99361 1.30310 0.90921
C -1.41640 0.62992 -4.49253
C 0.23270 -0.87186 2.46326
C 0.86640 -1.32521 3.58038
C 1.61840 -1.56140 -2.56485
C 0.30857 2.29650 0.74472
C -5.78786 1.53376 2.68801
C 2.62859 -2.33339 -3.05361
C -1.32628 0.50433 -3.12786
C 0.55057 -0.72997 -4.69853
C 3.31366 -2.86433 -0.80310
C 2.26957 -2.07804 -0.29862
C -3.27290 1.36158 1.49695
C -2.53941 3.14728 2.97919
C -3.53695 2.26251 2.50587
H 0.44357 -1.11287 4.55114
H -5.55038 0.48170 2.85598
H 4.00188 -3.41110 -0.16947
H -0.50454 0.08026 -6.36360
H 1.62134 3.09018 2.21862
H -2.02852 0.95065 -2.43741
H -5.99908 1.69962 1.63031
H -2.21856 1.20931 -4.92513
H -0.68763 -0.30677 2.51694
H 2.81392 -2.49178 -4.10881
H -2.78349 3.83351 3.77691
H 0.91471 4.32822 1.17886
H 2.18721 3.25965 0.54498
H 3.44078 -2.92727 2.04620
H -6.65067 1.81456 3.28319
H -4.00750 0.65604 1.14096
H 2.58234 -2.44873 4.30464
H -0.54895 3.78839 2.76819
H 1.30698 -1.22601 -5.28946
```



The relative energy (zero: lowest compared OMol25 entry of this formula, charge and spin) results, record by record, are as follows: 3.864, 4.906, 0.050 eV.
The largest force on an atom results, record by record, are as follows: 4.95, 2.45, 0.60 eV Å⁻¹.